Molecular formula: C8H24ClI2OsP2S
Method: DFT, wB97M-V/def2-TZVPD

ORCA input file:
```
! wB97M-V def2-TZVPD RIJCOSX def2/J DEFGRID3
* xyz 3 5
Os -1.385 -0.220 -3.294
I 0.392 1.666 1.145
I 0.302 -0.821 1.490
Cl -0.058 -0.245 -5.285
S -0.835 0.312 3.809
P 2.017 -0.046 -0.506
P -1.787 -0.108 -0.923
C -0.240 1.772 4.648
C -2.786 1.295 -1.552
C -2.925 0.011 0.874
C -2.700 -1.632 -1.320
C 0.219 -0.838 4.826
C 2.747 -1.569 -1.133
C 2.826 1.322 -1.399
C 3.032 0.041 1.008
H 0.404 -1.884 4.492
H 2.656 2.241 -0.807
H -2.729 -0.827 1.558
H -3.780 -1.420 -1.331
H 4.033 0.097 0.621
H 3.884 1.016 -1.420
H -0.882 2.603 4.387
H -2.808 0.954 1.434
H -0.426 -0.820 5.739
H -3.976 -0.054 0.549
H -2.605 2.139 -0.843
H 2.415 1.458 -2.411
H 1.140 -0.323 5.120
H 3.828 -1.345 -1.199
H 0.774 2.138 4.418
H -0.313 1.627 5.689
H -2.497 -2.348 -0.496
H 2.557 -2.354 -0.393
H -3.850 1.025 -1.525
H 2.369 -1.898 -2.106
H 2.759 0.910 1.610
H 2.788 -0.831 1.631
H -2.369 1.500 -2.577
H -2.295 -1.999 -2.293
*
```

Results
Energy above the lowest of the compared OMol25 structures with the same formula, charge and spin ... 203.4 kJ/mol
Orbital gap (alpha / beta) ... 5.56 / 5.52 eV
<S²> ... 6.026
E_HOMO (alpha / beta) ... -18.57 / -18.54 eV

Here are the natural (NBO) charges for atoms 1 to 4, given in e: atom 1 (Os): 1.038, atom 2 (I): 0.297, atom 3 (I): 0.577, atom 4 (Cl): -0.321